C32H44Cl12N4 | ωB97M-V with the def2-TZVPD basis set

XYZ file:
```
92
Properties=species:S:1:pos:R:3:lowdin_charge:R:1
Cl 1.82 -7.24 1.92 0.55
C 0.91 -6.92 0.42 -0.65
C -0.09 -5.79 0.67 -0.66
Cl -1.36 -6.39 1.80 0.52
H 0.45 -7.88 0.21 0.06
H 1.60 -6.53 -0.32 0.03
H -0.61 -5.40 -0.19 0.00
H 0.42 -4.99 1.20 0.01
Cl 3.41 -5.42 -2.38 0.56
C 2.16 -6.44 -3.16 -0.63
C 1.09 -5.58 -3.80 -0.65
Cl 0.01 -4.83 -2.62 0.62
H 1.71 -7.12 -2.44 0.05
H 2.69 -7.03 -3.91 0.07
H 0.52 -6.16 -4.53 0.08
H 1.55 -4.80 -4.40 0.05
Cl 2.62 -3.45 2.25 0.54
C 1.67 -3.03 3.73 -0.65
C 1.36 -4.20 4.64 -0.64
Cl 2.83 -5.10 5.09 0.53
H 0.77 -2.55 3.35 0.05
H 2.29 -2.32 4.28 0.03
H 0.68 -4.88 4.11 0.05
H 0.82 -3.97 5.55 0.08
Cl 1.25 0.19 4.93 0.58
C 0.39 1.56 5.69 -0.66
C 0.36 1.45 7.20 -0.65
Cl -0.57 0.02 7.77 0.52
H -0.54 1.73 5.15 0.06
H 0.95 2.47 5.46 0.05
H -0.10 2.34 7.61 0.07
H 1.38 1.36 7.57 0.07
Cl -4.13 -2.48 -5.71 0.53
C -2.81 -3.53 -5.09 -0.63
C -1.48 -3.00 -5.65 -0.65
Cl -1.10 -1.36 -5.03 0.53
H -2.97 -4.51 -5.53 0.07
H -2.80 -3.43 -4.01 0.05
H -1.55 -2.95 -6.74 0.07
H -0.59 -3.57 -5.41 0.04
Cl 2.11 -1.59 -3.66 0.54
C 2.78 -0.51 -2.42 -0.64
C 2.58 0.93 -2.80 -0.68
Cl 3.61 1.43 -4.18 0.54
H 3.81 -0.78 -2.20 0.08
H 2.23 -0.80 -1.52 0.04
H 2.71 1.62 -1.97 0.06
H 1.55 1.09 -3.12 0.04
N -4.42 1.63 0.60 0.06
C -5.30 2.58 0.95 -0.16
C -5.24 3.87 0.46 -0.08
C -4.24 4.23 -0.43 -0.09
C -3.30 3.28 -0.81 -0.06
C -3.51 1.99 -0.31 -0.15
H -6.14 2.32 1.59 0.10
H -5.96 4.63 0.77 0.10
H -4.14 5.25 -0.79 0.11
H -2.53 3.54 -1.51 0.09
H -2.84 1.16 -0.50 0.08
N -0.19 0.97 -0.84 0.05
C -0.53 -0.15 -1.47 -0.17
C -0.41 -1.41 -0.86 -0.06
C 0.18 -1.51 0.40 -0.07
C 0.56 -0.32 1.02 -0.05
C 0.35 0.89 0.37 -0.14
H -0.93 -0.05 -2.47 0.08
H -0.75 -2.25 -1.45 0.07
H 0.22 -2.43 0.96 0.07
H 0.90 -0.26 2.05 0.07
H 0.52 1.83 0.89 0.09
N 0.36 6.26 -2.93 0.05
C -0.06 5.01 -2.84 -0.16
C 0.49 4.01 -2.02 -0.06
C 1.49 4.41 -1.14 -0.08
C 1.88 5.74 -1.19 -0.11
C 1.35 6.63 -2.10 -0.15
H -0.91 4.79 -3.49 0.10
H 0.08 3.01 -1.97 0.06
H 1.89 3.78 -0.35 0.10
H 2.57 6.12 -0.44 0.10
H 1.66 7.66 -2.06 0.10
N -0.06 3.46 3.01 0.06
C -1.04 3.84 2.19 -0.14
C -1.03 5.08 1.56 -0.05
C 0.14 5.84 1.61 -0.09
C 1.19 5.41 2.38 -0.07
C 1.03 4.22 3.09 -0.15
H -1.91 3.21 2.10 0.10
H -1.85 5.44 0.96 0.10
H 0.14 6.69 0.94 0.11
H 2.08 6.01 2.52 0.10
H 1.81 3.93 3.79 0.10
```

- energy (Eh) = -6987.06125
- HOMO-LUMO gap (eV) = 10.02
- LUMO energy (eV) = 0.317
- HOMO energy (Eh) = -0.3567
- SMILES = c1ccncc1.c1ccncc1.c1ccncc1.c1ccncc1.ClCCCl.ClCCCl.ClCCCl.ClCCCl.ClCCCl.ClCCCl